A structure of composition C29H35AsBCoN3O3P in a non-equilibrium geometry, computed with ωB97M-V with the def2-TZVPD basis set.

Values from the calculation:
- relative energy (zero: lowest compared OMol25 entry of this formula, charge and spin) (kcal/mol) = 0.00
- charge = +1
- multiplicity = 2
- DFT total energy (Ha) = -5500.57871
- frontier orbital gap (spin up / spin down) (eV) = 7.19 / 7.40
- E_LUMO (spin up / spin down) (eV) = -3.179 / -2.971

The geometry in XYZ format:
```
74
C29H35AsBCoN3O3P ωB97M-V with the def2-TZVPD basis set
Co -0.08541 -0.23096 0.11019
C 3.37627 3.32884 0.18705
O 3.12499 1.99463 -0.29953
C 1.91287 1.53269 -0.32677
O 1.67225 0.37267 -0.66615
N 0.86752 2.32787 0.03092
N -0.38752 1.68942 -0.01326
H 4.45218 3.42752 0.21701
H 2.97200 3.45580 1.19013
H 2.97030 4.07466 -0.49581
H 0.92729 3.32789 0.09969
H -0.90174 1.93711 -0.85523
H -0.93114 1.94371 0.80247
O 0.16827 0.11574 2.32760
H 0.64227 -0.56862 2.81836
H -0.68718 0.21332 2.77013
B -4.62330 -0.63147 0.02782
C -3.08952 -0.39338 -0.03495
N -1.94472 -0.22221 -0.04698
H -4.77484 -1.82600 0.20906
H -5.11583 -0.28062 -1.02390
H -5.03431 0.05742 0.94078
C -0.35351 -3.86972 0.58988
C -0.12458 -3.93755 2.09717
As -0.63261 -5.67781 2.90286
C -2.43482 -5.83430 2.18663
C -3.22997 -4.71271 1.95419
C -4.53411 -4.84988 1.49252
C -5.06274 -6.11568 1.27826
C -4.29484 -7.24060 1.55554
C -2.99255 -7.10032 2.01741
C 0.40901 -6.70917 1.60600
C -0.09469 -7.30415 0.45096
C 0.75894 -7.96254 -0.42949
C 2.12254 -8.02474 -0.16925
C 2.63194 -7.43928 0.98403
C 1.77697 -6.79363 1.86868
P 0.42848 -2.43336 -0.20255
C -0.00901 -2.63815 -1.95395
C -1.36497 -2.76182 -2.27034
C -1.76967 -2.82132 -3.59495
C -0.82815 -2.73784 -4.61446
C 0.51784 -2.59772 -4.30626
C 0.92959 -2.54006 -2.98067
C 2.18659 -2.81729 -0.03076
C 2.99587 -2.02753 0.78651
C 4.34871 -2.30794 0.92223
C 4.90004 -3.38502 0.24025
C 4.09472 -4.19113 -0.55522
C 2.74349 -3.91217 -0.69035
H -1.41662 -3.85181 0.35840
H 0.08381 -4.73188 0.08639
H -0.66750 -3.14588 2.61862
H 0.93514 -3.82434 2.33571
H -2.84228 -3.71729 2.14409
H -5.13549 -3.96739 1.30603
H -6.07670 -6.22570 0.91288
H -4.71336 -8.23026 1.41737
H -2.40928 -7.98380 2.25055
H -1.15281 -7.25487 0.22844
H 0.35404 -8.42853 -1.32059
H 2.78434 -8.53745 -0.85772
H 3.69267 -7.49642 1.20213
H 2.17700 -6.35539 2.77782
H -2.11471 -2.79498 -1.48610
H -2.82158 -2.93116 -3.82995
H -1.14654 -2.77125 -5.64934
H 1.25346 -2.53261 -5.09964
H 1.98040 -2.41150 -2.74940
H 2.56832 -1.18046 1.31194
H 4.97098 -1.68581 1.55426
H 5.95923 -3.59663 0.32705
H 4.52181 -5.03931 -1.07663
H 2.12360 -4.54760 -1.31526
```